144
Properties=species:S:1:pos:R:3:lowdin_charge:R:1 method="wB97M-V/def2-TZVPD" orbital_gap_ev=8.507 e_homo_ev=-8.4
C 5.42028 -22.62140 26.83632 -0.076
N 4.18952 -23.14015 26.26134 0.013
C 3.55916 -22.46489 25.27151 -0.541
C 2.27154 -23.06499 24.73432 0.006
O 4.00762 -21.45086 24.76282 0.038
H 5.26598 -21.63953 27.29175 0.082
H 6.22935 -22.49022 26.12375 0.084
H 5.70581 -23.29079 27.64493 0.083
H 3.67447 -23.80468 26.81110 0.127
H 1.45509 -22.35722 24.87549 0.060
H 1.96487 -23.94163 25.31375 0.054
H 2.37309 -23.39715 23.70512 0.083
C -6.67993 -22.64233 22.33572 -0.044
N -5.93939 -21.65030 23.12445 0.002
C -4.60089 -21.55688 23.21592 -0.515
C -4.15024 -20.33002 23.96949 0.006
O -3.83438 -22.28201 22.58873 0.022
H -6.71941 -22.24175 21.31884 0.089
H -7.69015 -22.70981 22.72931 0.085
H -6.19116 -23.61158 22.33117 0.059
H -6.46616 -20.80021 23.24335 0.132
H -3.07620 -20.22602 24.11410 0.058
H -4.58744 -20.33226 24.97253 0.087
H -4.46703 -19.39106 23.51114 0.089
C 2.90055 -21.26283 21.53080 -0.081
N 1.53904 -21.67100 21.23436 0.019
C 0.48529 -21.03094 21.79197 -0.554
C -0.84485 -21.44449 21.21116 -0.013
O 0.54809 -20.12112 22.60157 0.038
H 3.01530 -20.79748 22.50712 0.065
H 3.32410 -20.51549 20.85154 0.081
H 3.60838 -22.09014 21.48052 0.082
H 1.39083 -22.44219 20.61451 0.130
H -0.81747 -21.52157 20.10990 0.081
H -1.56721 -20.63519 21.29662 0.081
H -1.26210 -22.43742 21.38686 0.060
C 0.02790 -23.76900 28.31073 -0.058
N -0.47662 -23.29619 29.59025 0.016
C -0.73179 -24.07245 30.64633 -0.569
C -1.37481 -23.36454 31.83070 -0.001
O -0.54318 -25.27977 30.65564 0.042
H 0.81688 -24.49959 28.47488 0.079
H 0.37019 -22.87841 27.78338 0.074
H -0.75149 -24.23005 27.69929 0.066
H -0.67562 -22.31062 29.61511 0.082
H -0.58582 -22.86539 32.40093 0.080
H -1.91539 -24.13243 32.37329 0.080
H -2.01765 -22.52135 31.56881 0.073
C -5.88931 -26.68209 19.46564 -0.080
N -6.23245 -27.62727 20.50548 0.020
C -6.61218 -27.20704 21.72612 -0.548
C -6.90100 -28.31137 22.69678 0.023
O -6.65944 -26.01249 22.01266 0.001
H -6.12247 -27.13387 18.50186 0.085
H -4.87185 -26.28466 19.51555 0.054
H -6.47673 -25.76135 19.49467 0.081
H -6.09734 -28.60967 20.24936 0.079
H -7.95888 -28.33343 22.96740 0.092
H -6.42693 -27.94601 23.61141 0.062
H -6.60031 -29.28482 22.32682 0.070
C -2.70782 -25.74009 21.52102 -0.077
N -2.36659 -24.69715 22.43120 0.024
C -1.48613 -24.81753 23.45464 -0.515
C -1.33255 -23.64676 24.37924 0.012
O -0.75996 -25.79857 23.57450 0.031
H -1.84532 -26.22306 21.03763 0.079
H -3.13283 -25.36413 20.58883 0.076
H -3.26715 -26.52925 22.02406 0.086
H -2.88792 -23.82534 22.50330 0.071
H -0.64705 -23.78243 25.21310 0.064
H -2.31906 -23.58648 24.85676 0.075
H -1.09489 -22.66135 23.97606 0.067
C -0.81438 -20.19721 25.75020 -0.057
N -0.16018 -19.79961 26.98596 0.031
C -0.66152 -20.07057 28.20267 -0.563
C 0.08051 -19.62832 29.42372 0.005
O -1.68827 -20.75614 28.32296 -0.005
H -1.82533 -20.57047 25.85626 0.064
H -0.23446 -21.04700 25.36287 0.056
H -0.71944 -19.44365 24.97053 0.085
H 0.67572 -19.25534 26.86144 0.141
H 0.82895 -20.39809 29.64005 0.088
H -0.65235 -19.58734 30.21990 0.090
H 0.68551 -18.75956 29.15656 0.083
C -0.06528 -27.17468 27.11193 -0.046
N 0.74299 -26.75346 25.98143 0.023
C 1.77659 -27.44477 25.48933 -0.582
C 2.63638 -26.73777 24.43675 -0.001
O 2.15256 -28.54744 25.87064 0.023
H 0.18180 -26.57353 27.98547 0.059
H -0.06118 -28.23307 27.34838 0.089
H -1.08774 -26.91324 26.82828 0.063
H 0.37880 -26.05581 25.34477 0.081
H 2.21554 -25.79244 24.08118 0.037
H 2.67911 -27.35386 23.54167 0.079
H 3.56386 -26.46078 24.93371 0.081
C -5.45296 -25.89726 25.12158 -0.071
N -5.14053 -24.94352 26.16982 0.017
C -3.89769 -24.81031 26.69521 -0.548
C -3.72667 -23.64551 27.63883 0.008
O -3.03502 -25.64404 26.47137 0.035
H -4.57580 -26.48584 24.85903 0.085
H -5.92518 -25.41813 24.26813 0.061
H -6.13705 -26.68481 25.45557 0.078
H -5.79007 -24.19040 26.31537 0.127
H -2.98232 -23.81336 28.41129 0.071
H -4.63943 -23.39651 28.18984 0.083
H -3.54618 -22.73207 27.06603 0.075
C -3.14401 -29.23364 20.58374 -0.060
N -3.43693 -30.33859 19.68828 0.041
C -4.68476 -30.83948 19.59792 -0.525
C -4.87334 -32.05411 18.72218 -0.003
O -5.64695 -30.36516 20.18947 0.016
H -2.07314 -29.03581 20.61981 0.051
H -3.46697 -29.42100 21.60714 0.099
H -3.63834 -28.34428 20.19434 0.063
H -2.71559 -30.87525 19.24077 0.135
H -4.24818 -32.08666 17.82704 0.077
H -5.91136 -32.19963 18.43317 0.083
H -4.63245 -32.99724 19.22408 0.089
C 1.66482 -30.19689 17.82062 -0.077
N 0.75445 -29.15169 17.44384 0.017
C -0.05210 -28.58553 18.36823 -0.524
C -0.91515 -27.43557 17.84988 0.019
O -0.09533 -28.92904 19.53233 0.026
H 2.48420 -29.83735 18.45093 0.091
H 2.16641 -30.66458 16.97442 0.088
H 1.19156 -30.99233 18.39629 0.066
H 0.67368 -28.85254 16.49157 0.131
H -0.49508 -26.44202 17.97237 0.087
H -1.86727 -27.49411 18.37501 0.068
H -1.10414 -27.64631 16.79489 0.075
C -0.57556 -29.31918 23.23251 -0.044
N 0.20962 -29.98952 22.19537 0.025
C 0.58460 -31.27750 22.31330 -0.560
C 1.35941 -31.84393 21.12178 -0.016
O 0.37659 -32.00329 23.26754 0.044
H 0.06742 -28.86174 23.97720 0.070
H -1.40610 -29.88297 23.65207 0.090
H -1.09473 -28.54014 22.66398 0.057
H 0.34697 -29.46138 21.34538 0.079
H 1.97280 -32.67394 21.47769 0.077
H 2.11207 -31.20140 20.65938 0.064
H 0.67292 -32.26947 20.38854 0.071

71
Properties=species:S:1:pos:R:3:lowdin_charge:R:1 method="wB97M-V/def2-TZVPD" orbital_gap_ev=8.336 e_homo_ev=-8.8
Sn -0.97511 -1.07016 0.79295 1.239
Cl 4.23875 -6.05679 1.28652 0.686
C 3.00857 -4.96816 0.78163 -0.717
C 2.62570 -3.93240 1.60534 -0.730
Cl 3.54328 -3.43094 2.94592 0.732
C 1.53693 -3.16799 1.21606 -0.487
Cl 0.96234 -1.89694 2.34468 0.685
C 0.83580 -3.34458 -0.01687 -0.449
O -0.23392 -2.68672 -0.38223 -0.318
C 1.35432 -4.36260 -0.86510 -0.613
Cl 0.67198 -4.51656 -2.42652 0.739
C 2.41634 -5.16405 -0.46758 -0.713
Cl 3.06418 -6.36790 -1.48199 0.715
O -4.01794 -1.88377 0.15691 0.047
C -3.69808 -2.46397 1.18052 -0.460
N -2.48335 -2.32391 1.80887 -0.071
C -2.32120 -3.27214 2.84647 -0.406
O -1.28999 -3.45290 3.48137 0.035
C -3.65540 -3.90380 3.04958 -0.103
C -4.08523 -4.84813 3.95235 -0.005
C -5.39259 -5.34737 3.86553 -0.062
C -6.23310 -4.93392 2.82854 -0.064
C -5.74227 -4.06746 1.84964 0.000
C -4.48210 -3.48409 2.00603 -0.064
H -3.40364 -5.30728 4.67068 0.124
H -5.79292 -6.08422 4.57014 0.110
H -7.23850 -5.32738 2.77178 0.104
H -6.28200 -3.84321 0.94966 0.113
F 5.94088 4.11741 -4.06750 0.124
C 6.21957 3.67443 -2.80606 -0.553
F 6.68810 4.74681 -2.13694 0.140
F 7.25195 2.79856 -2.94421 0.118
C 5.03053 3.02485 -2.17257 -0.111
C 4.93187 1.63919 -1.98188 0.004
C 3.76702 1.13563 -1.44695 -0.081
C 2.70914 1.97625 -1.10799 -0.360
C 2.87069 3.35202 -1.18696 -0.078
C 4.00279 3.88478 -1.78292 0.004
P 1.18657 1.18615 -0.48275 1.017
C 0.59450 2.39548 0.73395 -0.382
C -0.79975 2.60484 0.91299 -0.119
C -1.28617 3.35198 1.95688 -0.012
C -0.39550 3.88119 2.89775 -0.100
C 1.00311 3.75797 2.71720 0.005
C 1.46801 2.99848 1.66404 -0.081
C -0.96381 4.68053 4.05420 -0.545
F -2.07967 4.15765 4.59919 0.138
F -0.05996 4.78877 5.06673 0.115
F -1.28014 5.96124 3.69433 0.121
C 0.08923 1.28038 -1.90937 -0.378
C -0.28068 0.11904 -2.56661 -0.100
C -1.14775 0.14049 -3.65398 0.007
C -1.66501 1.33628 -4.10009 -0.110
C -1.32232 2.51453 -3.44357 -0.010
C -0.48005 2.51384 -2.35743 -0.054
C -2.65095 1.35588 -5.24889 -0.529
F -3.84744 0.77683 -4.88046 0.111
F -2.95461 2.59045 -5.70307 0.131
F -2.26435 0.64973 -6.33782 0.131
H 5.73863 0.99370 -2.31983 0.125
H 3.67776 0.05867 -1.34824 0.106
H 2.09437 4.06546 -0.90770 0.114
H 4.14489 4.93836 -1.92652 0.123
H -1.50846 2.07252 0.25214 0.091
H -2.32848 3.57018 2.08255 0.123
H 1.66794 4.16589 3.46281 0.120
H 2.54013 2.93203 1.51921 0.109
H 0.11247 -0.82345 -2.25334 0.079
H -1.39635 -0.78085 -4.19695 0.141
H -1.75347 3.44469 -3.75299 0.117
H -0.19606 3.48048 -1.91126 0.118

In order of appearance, ΔE to the lowest compared entry with this formula, charge and spin = 47.4 0.0 kcal/mol.